An isolated molecule of C3H2O2S2 in a non-equilibrium geometry, computed with wB97M-V/def2-TZVPD.

```
9
Properties=species:S:1:pos:R:3:nbo_charge:R:1
C -1.61439 0.05000 -0.01282 0.63
O -2.77063 -0.22816 -0.05999 -0.54
C 0.84674 0.01053 0.07942 -0.37
S -0.35515 -1.22179 0.03001 0.36
H 0.57479 1.91329 0.93148 0.22
S 2.42728 -0.10917 -0.04434 0.08
C 0.26791 1.40076 0.02368 -0.15
H 0.62136 2.03685 -0.80000 0.23
O -1.14835 1.30035 0.00450 -0.47
```

The HOMO-LUMO gap comes out at 8.59 eV. As for the HOMO energy: -9.38 eV. As for the energy relative to the best compared isomer or geometry (same formula, charge and spin): 18.28 kJ/mol. As for the net charge: 0. Its SMILES is O=C1OCC(=S)S1.

***

A structure of composition C3H2O2Sc in a non-equilibrium geometry, computed with wB97M-V/def2-TZVPD.

```
8
Properties=species:S:1:pos:R:3:nbo_charge:R:1
O 0.26679 1.62827 -0.14042 -0.80
Sc 2.21387 0.63767 -0.24468 1.70
C -0.62619 0.70579 0.19831 0.20
O 0.73078 -0.89603 -0.50817 -0.67
H -1.46197 0.95622 0.86912 0.21
C 0.91316 -1.20727 0.84859 0.13
H -1.40347 -1.28508 -0.60790 0.26
C -0.63296 -0.53956 -0.41485 -0.05
```

The HOMO-LUMO gap (alpha / beta) comes out at 6.18 / 6.20 eV. As for the HOMO energy (alpha / beta): -12.11 / -12.12 eV. As for the energy relative to the best compared isomer or geometry (same formula, charge and spin): 183.00 kJ/mol. As for the net charge: +1.

***

A structure of composition C3H2O2Sn in a non-equilibrium geometry, computed with wB97M-V/def2-TZVPD.

```
8
Properties=species:S:1:pos:R:3:nbo_charge:R:1
H -0.08712 -2.47925 -0.03146 0.19
H -2.12929 -1.31768 -0.25368 0.21
C -0.52555 1.46965 0.44373 -0.17
O -1.42678 0.60085 0.02957 -0.49
C -0.00731 -1.39211 -0.18293 0.10
O 1.13029 -0.83444 0.18179 -0.87
Sn 1.37229 0.95762 -0.41680 1.09
C -1.19923 -0.75380 -0.28220 -0.06
```

The HOMO-LUMO gap (alpha / beta) comes out at 6.11 / 6.55 eV. As for the HOMO energy (alpha / beta): -7.16 / -7.67 eV. As for the energy relative to the best compared isomer or geometry (same formula, charge and spin): 0.00 kJ/mol. As for the net charge: 0.

***

An isolated molecule of C3H2O3 in a non-equilibrium geometry, computed with wB97M-V/def2-TZVPD.

```
8
Properties=species:S:1:pos:R:3:nbo_charge:R:1
C 1.23225 0.10908 0.25669 0.13
O -0.74442 -1.56493 0.15648 -0.54
C -0.75709 -0.61728 -0.53792 0.65
O 2.16143 -0.94210 -0.03398 -0.38
H 0.93313 0.03327 1.36554 0.20
C 2.60558 0.18651 -0.31505 0.31
O 0.14903 0.36140 -0.57131 -0.50
H -1.34596 -0.31990 -1.46988 0.13
```

The HOMO-LUMO gap comes out at 10.49 eV. As for the HOMO energy: -10.12 eV. As for the energy relative to the best compared isomer or geometry (same formula, charge and spin): 384.37 kJ/mol. As for the net charge: 0.

***

A structure of composition C3H2O3Pb in a non-equilibrium geometry, computed with wB97M-V/def2-TZVPD.

```
9
Properties=species:S:1:pos:R:3:lowdin_spin:R:1
O -1.54504 0.61762 -1.38712 0.20
O 1.71091 -0.14801 -0.42415 0.00
Pb -0.42974 -1.03967 -1.68410 0.06
H 2.65535 -0.31251 -0.31869 0.00
C -0.82214 0.39986 0.84833 0.07
O -0.11809 -0.79640 0.45638 0.02
C 1.08766 -0.19980 0.77314 -0.01
C -1.57256 0.92657 -0.17721 0.66
H -0.96635 0.55233 1.91341 0.00
```

The HOMO-LUMO gap (alpha / beta) comes out at 7.97 / 7.83 eV. As for the HOMO energy (alpha / beta): -13.68 / -13.55 eV. As for the energy relative to the best compared isomer or geometry (same formula, charge and spin): 409.81 kJ/mol. As for the net charge: +1. As for the spin multiplicity: 2. As for the expectation value of S²: 0.762.

***

An isolated molecule of C3H2O4 in a non-equilibrium geometry, computed with wB97M-V/def2-TZVPD.

```
9
Properties=species:S:1:pos:R:3:nbo_charge:R:1
O -1.64668 -0.87722 0.69221 -0.43
H 0.33988 -0.68098 2.48653 0.17
C -0.23772 0.35323 -0.78960 0.70
O 0.17179 -0.11840 -1.90083 -0.56
C -0.51498 -0.49759 0.40629 0.38
O 1.84618 -0.34309 0.73519 -0.45
O -0.39455 1.60031 -0.40168 -0.65
H 0.04813 2.17496 -1.10149 0.52
C 0.71904 -0.45344 1.31928 0.33
```

The HOMO-LUMO gap comes out at 8.81 eV. As for the HOMO energy: -10.36 eV. As for the energy relative to the best compared isomer or geometry (same formula, charge and spin): 196.78 kJ/mol. As for the net charge: 0. Its SMILES is O=CC(=O)C(=O)O.